# 1
{"formula": "C71H66AsF14O14S5", "method": "ωB97M-V/def2-TZVPD", "species": ["As", "S", "S", "S", "S", "S", "F", "F", "F", "F", "F", "F", "F", "F", "F", "F", "F", "F", "F", "F", "O", "O", "O", "O", "O", "O", "O", "O", "O", "O", "O", "O", "O", "O", "C", "C", "C", "C", "C", "C", "C", "C", "C", "C", "C", "C", "C", "C", "C", "C", "C", "C", "C", "C", "C", "C", "C", "C", "C", "C", "C", "C", "C", "C", "C", "C", "C", "C", "C", "C", "C", "C", "C", "C", "C", "C", "C", "C", "C", "C", "C", "C", "C", "C", "C", "C", "C", "C", "C", "C", "C", "C", "C", "C", "C", "C", "C", "C", "C", "C", "C", "C", "C", "C", "C", "H", "H", "H", "H", "H", "H", "H", "H", "H", "H", "H", "H", "H", "H", "H", "H", "H", "H", "H", "H", "H", "H", "H", "H", "H", "H", "H", "H", "H", "H", "H", "H", "H", "H", "H", "H", "H", "H", "H", "H", "H", "H", "H", "H", "H", "H", "H", "H", "H", "H", "H", "H", "H", "H", "H", "H", "H", "H", "H", "H", "H", "H", "H", "H", "H", "H"], "positions_angstrom": [[-0.579071, 0.140171, -1.683262], [-2.063057, 5.068164, 1.481580], [-3.653087, -1.411605, 3.583294], [-2.677696, 2.238291, -6.092604], [3.777677, 1.355801, -5.703009], [-5.495642, 2.182864, 2.596706], [-1.228388, -0.537616, -3.182254], [-0.899907, -1.460483, -0.950738], [-0.036353, -6.427730, -1.297174], [-0.299541, 1.692326, -2.589711], [-2.164319, 0.693811, -0.999392], [1.484284, -4.008550, -1.447364], [0.987666, -0.550448, -2.251871], [0.137379, 0.770369, -0.154434], [1.203253, -4.983851, -3.301699], [-2.638508, -7.055873, 2.289911], [-0.914263, -5.299555, 1.697690], [-4.413827, -5.849895, 1.830825], [-2.322735, -3.619723, 1.594694], [-1.426658, -5.482094, -2.800705], [-4.117730, -6.210939, -5.181059], [5.447871, 7.865909, -0.607598], [-3.535765, 1.662072, -7.210843], [6.124480, -2.375312, -2.431147], [-6.230092, 1.013754, 3.260268], [2.232060, 4.328065, 1.936572], [4.061242, 2.807308, -5.394143], [7.724815, 2.465373, -0.608560], [-4.282112, -0.342407, 4.491514], [0.094642, 1.965769, 4.267735], [-1.225203, -4.425623, -0.838619], [-3.519345, 4.851644, 1.842338], [1.648898, -2.320114, 7.176254], [-7.825835, -5.563143, -1.218546], [4.634150, 7.165213, -0.036284], [3.038480, 5.176699, -0.095336], [0.936213, 0.098893, 8.611132], [2.924541, 5.204080, 1.408023], [-1.147359, 1.221262, -5.909781], [-1.164098, 3.503656, 1.791521], [0.914522, -0.015463, 7.226551], [-7.902843, -7.940100, -2.774073], [1.109268, -0.158101, 4.329862], [-6.909582, -9.253145, -4.511582], [1.308814, -2.563470, 4.381833], [-5.325013, -2.257020, -2.133988], [1.379855, -1.340014, 5.045690], [-6.145451, -3.371657, -1.828192], [-4.365389, -2.421161, -3.102455], [-5.185323, -4.706023, -3.603562], [0.969557, -1.440023, 2.220539], [0.363715, 2.418637, 8.491339], [8.398472, 0.302503, -1.237803], [10.680249, -0.310780, -1.618058], [10.342606, -1.556572, -2.149826], [4.934567, 8.300755, 2.159402], [0.331048, 2.341977, 7.105952], [2.477889, 4.141794, -2.272045], [1.117920, -2.652566, 2.972832], [4.256598, -0.926038, -0.866104], [2.231513, 4.290740, -0.873219], [0.555757, 1.060867, 4.973358], [7.993638, -0.980369, -1.768152], [2.246900, 1.427433, -6.728555], [9.749162, 0.629691, -1.238321], [4.023660, 5.970210, -2.136219], [5.121596, 1.549605, 0.190791], [-0.574771, -5.238512, -1.806247], [4.354451, 7.247786, 1.419565], [3.786483, 1.148345, 0.359333], [-5.473358, 1.761608, 0.822608], [-5.001363, -6.046946, -4.360399], [-2.234090, -5.172261, -0.178994], [5.583940, -0.485752, -1.025445], [3.296556, 5.029077, -2.889091], [-2.070815, -1.862883, 4.509275], [-2.146658, -4.895381, 1.310472], [3.902403, 7.447606, 4.202784], [7.380647, 1.317866, -0.731506], [2.982359, 0.549889, -4.213164], [3.260957, 6.436478, 3.476107], [-5.999230, -7.073568, -4.052648], [-2.636371, -0.518136, 2.219819], [3.540552, 6.344436, 2.135888], [0.581965, -4.324816, -2.295518], [-7.960405, -9.082626, -3.573349], [-5.981512, -8.242914, -4.828269], [0.624235, 1.167733, 6.441763], [-3.085197, -5.808127, 2.139797], [9.006946, -1.937815, -2.115813], [0.678635, 1.302758, 9.278591], [4.738951, 8.410563, 3.560007], [-3.710210, 1.722827, -4.692932], [-6.141485, -4.580647, -2.547954], [0.981931, -0.223702, 2.876993], [6.493936, -1.385706, -1.866336], [3.362143, -0.087580, -0.217618], [1.410253, -1.304745, 6.525802], [-7.031084, -5.664543, -2.142226], [-4.301185, -3.612792, -3.845677], [-6.975607, 3.328843, 2.438710], [6.006067, 0.795542, -0.563238], [-7.027701, -6.890181, -3.084247], [3.946043, 6.070840, -0.733299], [-1.375506, 6.003343, 2.933284], [-2.051193, -6.228821, -0.374801], [-6.767353, -3.310757, -0.947322], [-6.772314, 4.297084, 1.981261], [1.518493, 2.185026, -6.439469], [-3.734655, -1.584275, -3.363601], [8.726103, -2.923243, -2.457073], [3.659798, 7.613065, 5.242092], [10.026749, 1.622323, -0.915762], [5.543897, 9.024883, 1.639058], [-1.497968, -1.067255, 4.985627], [5.432211, 2.572839, 0.342164], [1.115283, -0.746868, 9.258448], [-6.344836, 1.168193, 0.546048], [-0.073587, 3.162273, 6.531688], [0.344839, 3.448004, 8.817580], [11.079884, -2.187414, -2.624022], [-1.302478, -2.429243, 3.982962], [-0.583217, 1.530708, -5.029960], [3.451487, 0.929274, -3.305374], [-4.582630, 1.159791, 0.642310], [-5.514121, 2.680879, 0.238330], [4.726321, 6.541665, -2.724517], [-1.978375, 6.868675, 3.208673], [-3.132267, -5.358181, 3.131484], [0.773453, -1.501469, 1.160269], [1.918707, 3.514318, -2.950280], [-2.746001, -1.060438, 1.280677], [-4.447648, 2.439410, -4.331275], [-7.490477, 3.453350, 3.391339], [0.788150, 0.679327, 2.317183], [1.775756, 0.483490, -7.002586], [-1.597093, 2.941212, 2.618730], [1.578317, 3.621697, -0.332756], [3.135603, 1.794495, 0.929636], [-3.519148, -3.774281, -4.572813], [2.533729, 1.916042, -7.659731], [11.708051, 0.019434, -1.586979], [3.340951, 4.961706, -3.966064], [1.931020, 0.836650, -4.236916], [0.605390, 1.319692, 10.355963], [3.058172, -0.536614, -4.256380], [-5.143714, -8.534392, -5.444332], [5.151529, 9.273790, 4.061023], [-2.948951, 1.701634, -3.913105], [3.767080, -1.844104, -1.155801], [-5.362970, -1.273943, -1.688417], [-3.065551, 0.471669, 2.064287], [-1.420931, 5.425943, 3.856676], [-7.695127, 2.754921, 1.854766], [1.387135, -3.487134, 4.936029], [-1.346859, 0.153928, -5.814416], [0.207049, -3.379688, -2.688309], [-1.558888, -0.463866, 2.375287], [-0.365465, 6.376772, 2.764521], [-6.877427, -10.215518, -5.000667], [-8.620676, -7.759354, -1.987666], [-8.704032, -9.853793, -3.436537], [-1.214567, 2.669742, 1.091412], [-2.353858, -2.504342, 5.343852], [2.301035, -0.274261, -0.142857], [1.066756, -3.631559, 2.519687], [-0.471251, 1.440875, -6.736069], [-0.116262, 3.598602, 2.076340], [2.613941, 5.730833, 3.975954], [-3.238263, -4.917735, -0.518028], [-4.090408, 0.730184, -4.934220]], "forces_ev_per_a": [[-0.2, -0.6, 0.2], [-0.5, -0.2, 1.1], [2.0, 2.9, 1.6], [-1.6, -0.6, -1.1], [-1.1, 0.5, 0.4], [-3.2, -1.1, 0.6], [-0.3, 0.7, 0.7], [0.3, 1.3, -0.1], [-1.2, 1.4, -0.7], [-0.2, -1.6, 1.3], [1.5, -0.4, -1.3], [1.9, 0.1, 3.0], [-0.9, 1.1, 0.8], [-0.2, -0.5, -1.6], [0.2, -0.6, -0.7], [0.3, -0.5, -0.8], [0.7, 0.5, 0.6], [0.4, 0.0, -1.3], [-0.2, 0.7, 0.5], [0.2, -0.8, 0.0], [-0.4, 0.1, 0.6], [-0.4, 0.3, 0.5], [1.3, 0.5, 0.1], [-0.2, -0.2, -0.4], [1.1, 1.2, -0.9], [1.1, 1.2, 0.1], [-0.2, -1.0, 0.1], [-0.3, 0.5, 0.6], [1.2, -2.1, -1.5], [0.4, -1.1, 1.3], [0.7, -1.9, -0.9], [1.1, 0.0, -0.4], [0.0, 1.4, -0.6], [0.8, -0.4, -0.7], [0.7, -0.9, -0.1], [-0.1, 0.2, -0.7], [-0.3, 0.0, 0.6], [-1.9, -1.3, -1.1], [-0.3, 0.1, 0.5], [0.0, -1.1, 1.0], [1.1, 0.9, -1.3], [-0.6, 0.5, -1.0], [-0.6, -0.8, -2.3], [-1.0, 0.4, 0.0], [0.4, -0.5, -1.8], [-0.3, -1.4, -0.2], [-0.8, 0.8, -0.6], [0.1, 0.6, 0.3], [-0.2, -0.6, -1.3], [0.7, 0.3, 0.2], [0.4, -1.4, 1.1], [1.0, 0.2, -0.1], [-0.9, -1.4, -0.8], [0.7, 0.3, -0.8], [-0.7, 0.5, 0.6], [-0.3, -0.5, 0.8], [-0.6, -0.5, -0.3], [-1.6, 0.5, 1.7], [0.2, 1.8, 1.3], [-0.4, 1.2, 0.7], [1.9, -0.2, -0.1], [0.4, 1.6, -1.4], [0.6, -0.3, 0.6], [0.3, 0.7, -0.9], [-0.7, -0.3, 0.5], [0.3, -0.4, -0.4], [-1.1, 0.4, -1.1], [1.1, 2.1, 1.8], [0.3, 1.2, 1.9], [1.0, -1.1, -0.6], [0.1, 0.2, 0.0], [0.4, 2.1, 0.2], [-0.4, 0.2, 0.1], [0.1, -0.7, -1.2], [1.0, 0.9, 0.4], [-0.2, -1.0, 0.5], [-0.3, -2.7, -1.8], [0.2, 1.3, -0.7], [0.8, -1.3, -1.8], [-0.1, 0.7, -0.7], [1.2, 1.1, 1.1], [-1.4, -0.6, -0.3], [-0.8, -0.5, -0.1], [0.0, -0.8, -1.4], [-1.9, 0.0, -2.7], [1.8, 0.7, -0.2], [-0.6, -1.4, 1.9], [-0.1, -2.0, 1.4], [-1.0, 1.5, 2.6], [-1.0, 1.4, -0.4], [-0.7, 0.3, -1.4], [-1.1, -1.4, -1.3], [2.0, 0.0, 0.9], [1.9, 1.6, -0.3], [0.0, -0.3, 1.9], [1.5, 1.5, 1.9], [0.3, 2.1, 1.3], [-1.2, -0.7, 1.5], [-1.3, -0.8, -0.7], [-0.6, -1.2, 0.6], [0.2, -0.2, -0.3], [-0.8, -1.3, 0.6], [1.2, -0.3, 1.0], [-1.5, -1.1, -1.8], [0.0, -0.1, 0.3], [-0.3, -0.1, 0.4], [-0.4, 0.0, -0.1], [0.2, -0.1, 0.0], [0.0, -0.3, 1.2], [0.3, -0.1, 0.0], [-0.3, 0.0, -0.1], [0.1, -0.2, 0.2], [0.1, 0.0, 0.1], [0.0, 0.0, -0.1], [-0.7, 0.8, -0.4], [0.0, 0.1, 0.8], [0.2, -0.4, -0.4], [-0.2, 0.0, 0.5], [0.4, 0.3, -0.1], [-0.6, -0.1, 0.9], [0.2, -0.2, 0.4], [-0.5, -0.1, -0.7], [-0.4, 0.2, 0.3], [0.1, 0.0, -0.1], [0.1, 0.3, -0.2], [0.5, 0.0, 0.0], [0.0, 0.6, 0.4], [-0.4, 0.1, -0.8], [0.6, 0.1, 0.3], [0.0, 0.1, -0.1], [-0.3, -0.6, 0.6], [-0.2, -0.2, 0.0], [-0.1, 0.1, -0.8], [0.7, 0.0, 0.3], [0.0, 0.1, 0.1], [0.2, -0.1, 0.4], [-0.4, 0.8, 0.7], [-0.2, 0.0, -0.1], [-0.4, 0.0, -0.2], [0.0, 0.1, -0.2], [0.7, -0.4, -0.3], [0.3, -0.2, -0.1], [0.5, 0.2, -0.1], [0.1, 0.0, 0.3], [0.3, 0.1, 0.0], [0.2, 0.1, -0.2], [0.0, 0.6, -0.3], [0.0, -0.2, 0.3], [-0.2, -0.5, 0.6], [0.9, -0.4, -0.7], [-0.4, -0.2, 0.6], [0.0, 0.0, 0.3], [0.2, -0.6, -0.3], [0.2, 0.0, -0.3], [0.1, 0.1, 0.2], [-0.2, 0.1, -0.2], [-0.7, -0.1, -0.2], [-0.2, 0.1, 0.6], [0.1, -0.3, -0.2], [0.2, 0.0, -0.3], [0.0, 0.0, 0.1], [0.1, 0.0, 0.2], [-0.2, 0.8, -1.2], [-0.4, -0.1, 0.0], [0.1, -0.5, -0.1], [-0.1, 0.1, -0.2], [-0.6, 0.0, -0.3], [0.0, 0.6, -0.2], [0.0, -0.1, -0.2], [0.0, 0.2, -0.2], [-0.1, 0.2, 0.1]], "mulliken_charge": [2.15, 0.34, 0.32, 0.38, 0.30, 0.69, -0.53, -0.38, -0.30, -0.52, -0.47, -0.19, -0.49, -0.20, -0.33, -0.29, -0.37, -0.27, -0.09, -0.21, -0.66, -0.67, -0.67, -0.61, -0.66, -0.66, -0.56, -0.63, -0.58, -0.60, -0.20, -0.58, -0.66, -0.66, 0.21, 0.76, -0.34, 0.54, -0.44, -0.21, 0.11, -0.53, -0.14, -0.32, -0.82, -1.16, 0.33, -0.55, -0.17, 0.29, 0.09, -0.52, 0.30, -0.42, -0.48, -0.70, -0.39, -0.17, -1.17, -1.53, -0.33, 0.44, 0.34, -1.08, -0.56, -0.82, -0.91, 0.80, 0.10, -0.69, -0.61, 0.57, -1.36, 0.61, -0.79, -0.63, 1.33, -0.45, 0.38, 0.08, -0.63, 0.63, 0.41, 0.33, 0.46, -0.60, -0.86, 0.41, -0.05, -0.62, -0.72, -0.68, -0.27, 0.23, -0.63, 0.37, 0.33, 0.31, 0.72, -0.87, -1.06, 0.36, 0.13, 0.15, -0.86, 0.58, 0.47, 0.33, 0.25, 0.64, 0.41, 0.38, 0.46, 0.47, 0.20, 0.49, 0.44, 0.41, 0.49, 0.36, 0.39, -0.12, -0.09, -0.02, -0.13, 0.45, 0.40, 0.42, 0.31, 0.51, 0.44, 0.17, 0.41, 0.35, 1.04, 0.43, 0.35, 0.65, 0.64, 0.43, 0.48, 0.35, 0.42, -0.43, 0.38, 0.55, 0.39, 0.39, -0.21, 0.59, 0.65, -0.27, 0.21, 0.31, 0.43, 0.32, -0.06, -0.37, 0.27, 0.36, 0.42, 0.41, -0.03, 0.59, 0.37, 0.55, 0.31, 0.11, 0.60, 0.23, 0.15], "total_charge": -1, "orbital_gap_ev": 6.66, "total_energy_ev": -256422.79811}

# 2
{"formula": "C3H8Si", "method": "ωB97M-V/def2-TZVPD", "species": ["Si", "C", "C", "C", "H", "H", "H", "H", "H", "H", "H", "H"], "positions_angstrom": [[-1.106652, 1.142662, -0.704643], [-0.514948, -1.370736, 0.766844], [2.561152, 0.498747, -0.555991], [-0.166948, -0.350834, -0.109353], [-1.423707, -1.888432, 0.615805], [-0.678480, 1.086063, -2.267568], [-0.544152, -0.629920, 1.565894], [2.814418, -0.060842, 0.475513], [-2.664662, 1.308072, -0.311485], [0.141476, -2.136313, 1.074569], [2.303302, 1.465974, -0.254932], [-0.316003, 2.319797, 0.020326]], "forces_ev_per_a": [[1.5, 0.8, -0.6], [0.4, 0.1, 2.1], [0.2, -3.2, 1.7], [-0.2, 1.8, -3.3], [-1.5, -0.2, -0.4], [-1.0, 0.5, 1.7], [-0.8, -0.9, 1.7], [-0.3, 1.1, -2.0], [1.8, -0.5, -0.6], [1.5, -0.7, 0.0], [-0.4, 2.0, 0.5], [-1.0, -0.8, -0.9]], "mulliken_charge": [0.24, -0.82, -0.45, -0.12, 0.30, -0.03, 0.27, 0.18, -0.07, 0.32, 0.25, -0.08], "de_lowest_kj_mol": 493.6, "orbital_gap_ev": [7.52, 7.98], "spin_multiplicity": 3, "s2": 2.28, "total_energy_ev": -11108.20914}

# 3
{"formula": "C5H4KNaO7", "method": "ωB97M-V/def2-TZVPD", "species": ["K", "Na", "O", "O", "O", "O", "O", "O", "O", "C", "C", "C", "C", "C", "H", "H", "H", "H"], "positions_angstrom": [[2.387711, -2.096120, 0.203205], [4.065400, 3.652508, 1.766808], [2.659931, -0.307310, 2.047177], [4.293164, 2.140734, 0.131982], [-0.580887, -2.289884, -0.386968], [3.107851, 1.815180, 2.599373], [-1.452093, -0.281418, -0.847118], [3.720446, 0.038399, -0.381234], [-2.790467, -1.972370, -0.440517], [-2.747484, 0.209397, -1.242909], [-3.690803, -0.889269, -0.742548], [3.784898, 1.030062, 0.385116], [3.055003, 0.858870, 1.798421], [-1.539760, -1.549934, -0.479886], [-4.214226, -0.620110, 0.181363], [-2.748702, 0.317528, -2.332557], [-2.908859, 1.177570, -0.761479], [-4.401115, -1.233832, -1.498234]], "forces_ev_per_a": [[-0.1, 0.5, 0.1], [-0.1, -0.8, -0.2], [-0.4, 0.6, -0.1], [0.4, 0.8, 0.1], [-0.8, 0.9, 0.6], [-0.3, 0.9, 0.1], [-0.1, 0.9, 0.0], [0.2, 0.3, 0.2], [-1.0, -0.1, 0.2], [0.1, 0.1, 0.1], [0.0, -0.1, 0.2], [-1.2, -0.7, -0.3], [1.2, -1.5, 0.0], [1.8, -1.5, -1.2], [0.1, 0.0, -0.2], [0.0, 0.0, 0.2], [0.0, -0.2, -0.2], [0.1, 0.1, 0.2]], "mulliken_charge": [1.03, 1.02, -0.74, -0.82, -0.57, -0.83, -0.31, -0.75, -0.34, -0.24, -0.26, 0.57, 0.53, 0.68, 0.26, 0.25, 0.26, 0.25], "orbital_gap_ev": 7.03, "total_energy_ev": -40326.97019}